Density functional theory data (ωB97M-V/def2-TZVPD) for a structure of composition C44H43FeN8O2.

Cartesian coordinates (Å):
1 Fe 0.402611 -1.144695 0.313883
2 O 2.695630 -1.870528 -0.261662
3 O -1.988830 -2.046525 -2.719390
4 N 0.694575 3.067485 -0.959532
5 N 2.031293 -1.706517 4.184156
6 N 1.600133 -2.048346 -0.976442
7 N 0.433924 0.778988 -0.594359
8 N -0.169585 2.371686 1.045836
9 N -1.228935 -2.295769 0.848361
10 N -0.733344 -2.011082 -2.093757
11 N 1.394598 -1.130990 2.179088
12 C 0.110558 0.675578 -3.030818
13 C 0.695240 4.426892 -0.524344
14 C 1.099289 -1.864627 3.223359
15 C 2.734268 -3.247826 -2.759064
16 C -0.531302 6.400650 0.110074
17 C -0.016308 -3.356078 -4.030041
18 C 0.423907 -4.049374 1.193731
19 C -2.558695 -1.971934 0.643101
20 C -3.829267 1.813035 -0.935131
21 C 1.870514 6.428972 0.043297
22 C -0.630574 1.552778 2.113589
23 C 0.177084 -2.648521 -2.721512
24 C -1.374546 0.855461 -2.857391
25 C -3.885992 -0.582649 -0.902697
26 C -3.572311 -2.918228 0.835976
27 C -1.675532 0.654219 1.930435
28 C -3.297984 -4.202275 1.217288
29 C 2.982243 -0.814395 3.720131
30 C -1.576115 0.164206 4.298498
31 C 0.330329 2.002655 -0.164767
32 C 2.888238 0.430152 -3.366903
33 C -0.561580 1.097595 4.462394
34 C -1.555664 -5.927257 1.619054
35 C -0.065358 1.791154 3.371951
36 C -0.514645 5.077037 -0.305345
37 C 2.343257 0.570386 -2.098720
38 C 3.218550 4.377041 -0.562463
39 C -0.228853 -6.317204 1.687067
40 C -2.113915 -0.062240 3.043258
41 C 1.539953 -2.630432 -2.111969
42 C -2.459526 0.571877 0.654554
43 C 2.046992 0.398783 -4.473082
44 C 1.049026 2.792222 3.539202
45 C 0.760542 -5.366600 1.464663
46 C -4.322172 0.613522 -1.438596
47 C -0.917781 -3.624545 1.124873
48 C 0.675591 0.525389 -4.296896
49 C -2.944558 -0.648069 0.150344
50 C 0.966832 0.675301 -1.930064
51 C 0.666902 7.080246 0.276010
52 C -1.922876 -4.610514 1.333181
53 C -2.913856 1.772085 0.101950
54 C 2.570918 -0.471455 2.475382
55 C 1.910206 5.091849 -0.346585
56 H 3.844209 -0.532257 4.299398
57 H -1.064415 -3.549781 -4.220800
58 H 0.693642 3.824785 3.443401
59 H 3.052133 0.171848 1.755605
60 H 3.213308 3.391096 -0.092096
61 H 2.457099 0.275494 -5.469060
62 H 2.862556 -2.897725 -3.787086
63 H -5.035356 0.611277 -2.255746
64 H -1.639996 1.917257 -2.880201
65 H 0.033378 -7.347642 1.888632
66 H 3.426854 4.221747 -1.625424
67 H 1.502904 2.690577 4.524074
68 H -2.345534 -6.654174 1.778873
69 H 3.614115 -2.976956 -2.177063
70 H 1.314317 2.817889 -1.716093
71 H 2.040228 -2.179778 5.069187
72 H -4.170717 2.764236 -1.327218
73 H -4.090308 -4.918883 1.399652
74 H 0.373335 -2.731608 -4.840369
75 H 2.804994 6.963282 0.177086
76 H -4.601246 -2.596947 0.725442
77 H -1.919780 0.350449 -3.656015
78 H -2.578074 2.704926 0.540517
79 H 4.043662 4.953109 -0.144985
80 H -4.261233 -1.515112 -1.311186
81 H -0.138049 1.282116 5.444363
82 H 0.246283 -2.520731 3.311730
83 H -1.475263 6.900291 0.287237
84 H 0.534713 -4.296188 -4.042054
85 H 1.831141 2.647944 2.789457
86 H 1.226280 -3.346164 1.022946
87 H 2.976692 0.539312 -1.219071
88 H 0.016474 0.502869 -5.158924
89 H 3.959291 0.325183 -3.484852
90 H 1.806833 -5.649684 1.500411
91 H -2.543945 -1.590276 -2.073182
92 H -1.961000 -0.379028 5.154165
93 H -1.714886 0.455843 -1.899612
94 H -1.437486 4.532640 -0.474382
95 H 2.659057 -4.339710 -2.781867
96 H 0.665805 8.117672 0.585654
97 H -0.016486 3.338602 1.278200
98 H -2.928631 -0.766368 2.918101

Atoms 1-3, force components in eV/Å:
-0.371 0.107 -0.033
-0.125 -0.177 -0.462
0.450 -0.376 -0.035

Computed properties:
**Total charge**: 0
**Spin multiplicity**: 6
**Calculated total energy**: -96728.6494 eV
**E_HOMO (alpha / beta)**: -4.36 / -6.97 eV
**Relative energy (zero: lowest compared OMol25 entry of this formula, charge and spin)**: 0.0000 eV
**HOMO-LUMO gap (alpha / beta)**: 4.80 / 7.40 eV

Löwdin population analysis, charges in e, atoms 1 to 8: 0.82, -0.20, -0.05, 0.16, 0.08, -0.22, 0.09, 0.14

Density functional theory data (ωB97M-V/def2-TZVPD) for a structure of composition C44H44N7P3Pt.

Cartesian coordinates (Å):
1 Pt 0.664838 0.640326 -0.487892
2 P -1.571261 0.627479 -0.803433
3 P 0.563500 -1.640180 -0.387033
4 P 2.487256 2.977452 1.592745
5 N 0.720349 2.736504 -0.606047
6 N 4.673034 1.627303 0.496525
7 N -2.166457 -2.015053 -0.600989
8 N 1.035522 4.797427 0.056296
9 N 2.775479 0.802525 -0.228329
10 N 1.841262 1.718501 3.980766
11 N 0.600235 1.020236 2.288752
12 C -0.290969 -3.468193 1.522572
13 C 0.270949 4.854358 -1.073239
14 C -1.191491 0.578144 -3.550963
15 C 4.982067 0.633942 -0.388111
16 C 1.297556 3.497969 0.321310
17 C -2.396045 2.089082 -0.130618
18 C 1.467120 -1.967347 2.227333
19 C 1.656970 -2.753262 3.356648
20 C 1.492816 5.955443 0.821523
21 C -3.200508 -2.972468 -0.629437
22 C 3.861598 -3.817902 -1.445453
23 C -5.148632 -3.978353 0.372950
24 C -0.915929 -2.300850 -1.251425
25 C -2.880087 3.480860 1.773630
26 C 3.799542 0.130844 -0.838722
27 C -4.313604 -4.819765 -1.704722
28 C -4.129316 -3.038380 0.409493
29 C -1.599622 0.405021 -4.865891
30 C 2.979049 -2.787869 -3.433644
31 C -3.788067 4.037437 -0.382846
32 C 0.563509 -2.395791 1.251175
33 C 1.104287 0.668476 4.432128
34 C -2.918702 0.074853 -5.141565
35 C -2.253404 2.371559 1.228413
36 C -3.834275 -0.079394 -4.107301
37 C -3.166089 2.926552 -0.934309
38 C 0.384062 0.200644 3.359408
39 C 3.933362 -3.584327 -2.810510
40 C 1.889406 -2.448637 -1.310205
41 C -2.107421 0.432918 -2.510709
42 C 3.326422 1.712354 0.577252
43 C -2.367366 -0.769484 0.087743
44 C -3.645908 4.315046 0.968685
45 C -5.244860 -4.876564 -0.678955
46 C -3.432939 0.100509 -2.793932
47 C 2.810224 2.466481 4.773742
48 C 2.837983 -3.257064 -0.692495
49 C 1.508464 1.898087 2.668366
50 C 5.648544 2.449506 1.209726
51 C 0.084268 3.568727 -1.482265
52 C 0.814634 -3.824841 3.623394
53 C -3.302204 -3.870771 -1.691783
54 C -0.181588 -4.156202 2.719518
55 C 1.963732 -2.214775 -2.686191
56 H -0.775470 -3.380297 -1.337116
57 H -4.390476 4.681088 -1.009788
58 H -0.460646 3.198023 -2.333074
59 H 2.576081 6.038809 0.771670
60 H -0.068367 5.788309 -1.485393
61 H -0.156409 0.814520 -3.325061
62 H 6.642178 2.125034 0.915772
63 H -4.050130 -2.373780 1.260462
64 H -4.860345 -0.343396 -4.324224
65 H -1.635393 1.739636 1.852271
66 H 5.538915 2.323567 2.284342
67 H -2.611980 -3.817883 -2.523949
68 H 1.045518 6.844684 0.387907
69 H -3.236356 -0.066280 -6.166021
70 H 1.241349 -1.568579 -3.173232
71 H -0.857873 -1.900612 -2.273429
72 H 2.314230 -1.365383 1.907164
73 H -4.155829 -0.023543 -1.996167
74 H -1.035933 -3.789033 0.807905
75 H 1.212575 0.300956 5.439072
76 H 4.728106 -4.029343 -3.394025
77 H -2.777983 3.691511 2.830294
78 H -0.856180 -4.976504 2.925453
79 H -0.568651 -0.298049 3.470905
80 H 3.805427 2.033055 4.681919
81 H 1.173375 5.870357 1.857432
82 H -4.139578 5.176834 1.397855
83 H 2.504312 2.433668 5.815897
84 H 0.947923 -4.407479 4.525070
85 H 3.029928 -2.612424 -4.499863
86 H 2.776127 -3.463337 0.368139
87 H -3.289067 2.713955 -1.988634
88 H -6.036433 -5.612346 -0.699137
89 H -1.993511 -0.742940 1.123714
90 H 4.597800 -4.447638 -0.964224
91 H 2.415512 -2.477700 4.078637
92 H -4.380492 -5.509305 -2.535841
93 H 2.831249 3.502799 4.447522
94 H -5.862552 -4.016092 1.185160
95 H 3.630549 -0.649519 -1.558158
96 H 5.999302 0.377647 -0.626520
97 H -3.437580 -0.560735 0.134335
98 H -0.888570 0.521559 -5.672831
99 H 5.524038 3.497055 0.946679

Atoms 1-3, force components in eV/Å:
0.106 -0.160 -0.009
-0.037 0.047 0.070
0.054 0.126 -0.081

Computed properties:
**Total charge**: +2
**Calculated total energy**: -87876.7332 eV
**E_HOMO**: -12.08 eV
**HOMO-LUMO gap**: 7.50 eV

Löwdin population analysis, charges in e, atoms 1 to 8: 0.82, 0.89, 0.91, 1.19, -0.11, -0.11, -0.19, -0.11